[1]
The following is a quantum chemistry calculation of a molecular structure, C21H14BrCl3F5GeI2MoN4O3, from OMol25.

Positions of all 55 atoms, in Å:
N: -0.60 -1.46 -0.42
H: -2.85 0.59 2.96
H: -2.88 4.88 -1.29
C: 0.43 3.65 0.15
C: -1.68 3.25 -0.66
Cl: -0.01 2.50 -6.54
O: 1.24 0.61 -0.98
O: -2.22 0.97 -0.92
C: 4.15 -2.26 -1.65
O: -3.85 2.47 -1.25
C: 2.78 -0.44 -2.43
C: 0.32 0.12 5.13
H: -1.04 6.54 -0.76
F: 2.09 -1.06 1.07
C: 2.62 -1.17 -0.17
Br: 2.01 3.02 0.94
C: -2.12 -4.48 -0.09
H: 1.28 -4.17 -0.24
N: -0.79 -3.87 -0.03
C: -0.91 5.48 -0.59
H: -2.18 -5.24 0.68
C: 0.37 -4.76 -0.22
F: 2.43 0.38 -3.42
H: -2.87 -3.72 0.08
I: -0.92 -0.35 -4.09
I: -0.84 -3.66 -3.56
H: -3.05 0.39 5.43
Ge: -0.77 2.07 -4.59
C: -1.98 0.46 3.59
H: 1.40 0.18 3.26
F: 5.08 -3.18 -1.88
C: -0.67 -2.61 -0.26
C: -0.93 0.18 5.73
H: 1.20 -0.01 5.73
H: 0.40 -5.47 0.60
H: 1.09 5.68 0.20
C: 0.43 0.23 3.75
Cl: -2.66 3.09 -4.44
Mo: -0.49 0.57 -0.09
C: 2.18 -0.31 -1.18
H: 0.27 -5.27 -1.18
C: -2.72 2.20 -0.98
N: -0.62 0.51 1.61
C: 0.28 5.01 -0.06
C: 3.58 -2.13 -0.40
C: -2.08 0.35 4.96
C: -1.92 4.59 -0.88
C: 3.75 -1.40 -2.67
Cl: 0.53 3.14 -3.23
N: -0.52 2.78 -0.17
F: 3.96 -2.94 0.60
C: -0.72 0.40 2.99
F: 4.30 -1.50 -3.87
H: -1.02 0.10 6.81
H: -2.26 -4.91 -1.09

As for the total charge: 0. The calculation puts the energy above the lowest of the compared OMol25 structures with the same formula, charge and spin at 3.3 kcal/mol. Its spin multiplicity is 2.

[2]
The following is a quantum chemistry calculation of a molecular structure, C21H14BrLiN6O7S, from OMol25.

Positions of all 51 atoms, in Å:
O: -0.21 -3.26 1.59
H: 1.53 -1.31 5.78
C: -1.59 8.24 -1.20
H: 4.45 -3.44 -0.68
H: 6.33 -1.88 -0.07
C: 0.73 -1.76 3.84
H: -0.65 8.54 -0.75
C: -3.66 3.30 0.67
O: -0.80 -1.37 0.51
C: -1.41 2.90 -0.79
C: -3.48 6.80 -1.28
O: -2.75 -1.26 -0.45
N: -2.24 -1.80 0.42
C: -2.29 7.17 -0.67
C: -3.36 4.19 -0.36
N: 2.02 -1.66 0.51
C: 2.87 -0.71 0.20
C: 2.47 0.72 0.55
H: 1.29 1.15 5.47
C: -3.93 7.54 -2.36
H: -0.49 2.71 -1.34
C: 5.23 -0.52 -0.86
C: 1.12 -0.91 4.86
H: 2.15 -3.69 0.32
N: 0.09 0.13 2.52
Br: 0.27 2.77 3.22
H: -3.00 1.54 1.69
O: 1.42 1.12 -0.03
N: 2.62 -2.82 0.18
C: -2.21 3.98 -1.11
C: 0.23 -1.19 2.69
S: -4.51 5.49 -0.67
Li: -0.23 0.70 0.53
C: -0.21 -2.07 1.56
H: -1.90 6.63 0.18
O: 3.14 1.29 1.40
H: -3.49 9.21 -3.64
H: -4.85 7.29 -2.87
C: -3.16 8.62 -2.79
N: -1.69 2.03 0.18
C: 3.85 -2.62 -0.33
C: 4.06 -1.25 -0.33
C: -2.80 2.24 0.89
C: 0.46 0.92 3.50
O: 5.18 0.53 -1.42
H: -4.53 3.44 1.29
N: -2.01 8.97 -2.23
H: 0.81 -2.83 3.91
O: 6.43 -1.15 -0.69
H: -1.92 4.64 -1.91
C: 0.99 0.46 4.70

As for the total charge: 0. The calculation puts the energy above the lowest of the compared OMol25 structures with the same formula, charge and spin at 32.2 kcal/mol.

[3]
The following is a quantum chemistry calculation of a molecular structure, C21H14Cl2FIrNO5, from OMol25.

Positions of all 45 atoms, in Å:
H: 0.13 -1.82 1.32
H: 3.67 -1.86 -3.73
H: -2.10 1.93 5.21
H: -0.61 2.78 4.90
O: -0.42 1.10 -2.92
H: -2.46 4.23 4.17
C: -0.83 1.35 2.16
C: 2.05 -3.26 -3.89
C: -0.75 -0.06 4.08
C: -1.39 3.78 2.38
C: 0.68 -3.53 -3.63
H: 0.41 4.87 1.85
C: -0.18 -0.99 1.93
O: -0.13 -2.70 -3.05
H: -2.00 4.41 1.74
H: -1.03 3.74 -0.14
C: -0.88 2.75 0.26
C: 2.38 -5.43 -4.85
C: -0.28 0.46 -0.07
O: 2.03 -1.01 -3.04
C: -1.47 2.32 4.41
C: 2.89 -4.23 -4.50
C: -0.51 1.73 -0.60
C: -0.43 0.27 1.35
C: -2.22 3.35 3.58
H: 0.62 -6.68 -4.90
F: -0.10 -2.30 3.86
Ir: 0.12 -0.76 -2.70
H: -3.16 2.92 3.23
N: -1.05 2.59 1.56
O: -0.24 3.24 -2.37
C: -0.36 2.10 -2.04
Cl: -1.46 -5.18 -3.74
C: 0.19 -4.80 -4.02
H: -0.88 -0.23 5.15
H: 0.57 3.89 3.31
C: -1.00 1.18 3.55
C: 2.61 -2.02 -3.55
C: 1.02 -5.72 -4.61
O: 0.09 -0.58 -0.75
H: -0.35 5.40 3.35
Cl: 3.37 -6.64 -5.59
H: 3.93 -4.00 -4.68
C: -0.11 4.53 2.75
C: -0.34 -1.12 3.27

As for the total charge: +1.

[4]
The following is a quantum chemistry calculation of a molecular structure, C21H14Cl2LiN7O2S5Se, from OMol25.

Positions of all 53 atoms, in Å:
C: -2.36 1.03 -1.15
C: 1.12 1.68 4.40
C: -0.15 1.53 3.91
H: -1.01 1.67 4.54
S: 0.59 3.45 -0.78
H: 5.62 1.35 3.35
Cl: 5.62 0.55 0.65
C: -2.87 -4.36 -1.62
S: 1.32 3.21 -5.02
C: 1.41 4.94 -4.70
Se: -2.93 -2.59 1.92
H: -5.50 -0.26 -0.84
C: -3.75 -0.92 0.21
N: -4.30 -1.91 0.94
S: 0.80 1.01 -3.13
O: 2.66 0.51 0.04
H: -2.58 -5.04 -0.82
N: 2.17 -2.24 0.60
N: 0.68 0.97 1.75
C: -4.44 -0.10 -0.70
C: 0.98 2.65 -3.38
Li: 0.59 0.56 -0.44
C: -0.32 1.17 2.56
C: 0.89 3.66 -2.40
Cl: 4.00 2.00 5.58
S: 1.13 5.31 -3.00
H: -1.32 1.03 2.15
C: -1.67 -3.98 -2.49
C: 1.94 1.11 2.21
H: 2.89 -2.95 0.67
C: -2.31 -0.69 0.37
C: 1.17 -2.49 -0.30
C: 2.98 0.84 1.22
H: -1.98 -3.27 -3.26
C: -3.73 0.88 -1.38
C: -0.60 -3.27 -1.72
H: -4.22 1.54 -2.08
O: 1.64 5.78 -5.55
N: -0.40 -2.01 -1.79
C: 4.29 0.92 1.72
S: 0.50 -4.06 -0.62
H: -3.64 -4.84 -2.22
N: -1.68 -1.48 1.24
C: 2.22 1.46 3.55
N: 0.59 -1.55 -0.97
C: 4.58 1.28 3.04
H: 1.29 1.95 5.44
C: 3.59 1.55 3.94
H: -3.30 -3.48 -1.15
H: -1.26 -4.86 -2.99
H: -1.80 1.79 -1.69
N: -1.65 0.27 -0.32
H: 2.55 -1.29 0.45

As for the total charge: -2. The calculation puts the energy above the lowest of the compared OMol25 structures with the same formula, charge and spin at 0.0 kcal/mol.

[5]
The following is a quantum chemistry calculation of a molecular structure, C21H14Cl5CoIN4O3 in a non-equilibrium geometry, from OMol25.

Positions of all 49 atoms, in Å:
H: 1.87 -3.29 2.83
C: -2.90 4.19 3.77
O: -0.35 1.97 0.35
N: -0.89 0.89 2.28
Cl: -2.44 -1.80 -0.26
O: -1.77 4.10 -0.22
H: 4.83 -2.50 -0.18
C: -1.99 -0.83 -1.62
Cl: -3.03 -0.28 -5.44
C: 1.23 -3.31 -3.35
C: -1.77 3.08 1.93
O: 1.27 -1.46 -1.85
H: 3.54 -0.47 -0.79
C: -3.22 5.25 2.92
C: -0.50 0.73 -2.57
C: -2.18 3.13 3.28
C: 3.91 -2.27 0.34
C: -1.11 0.67 -3.81
H: 0.11 -1.35 3.26
H: -1.91 2.30 3.92
Co: 0.44 0.36 -0.20
C: -0.98 1.94 1.48
H: 2.26 -0.13 -3.74
C: 2.26 -2.71 2.01
H: -2.09 4.90 -0.66
H: -3.78 6.09 3.30
Cl: -0.48 1.55 -5.14
N: 2.09 -1.11 -3.93
C: 1.53 -1.88 -2.98
H: -3.20 4.21 4.81
N: -0.04 0.03 1.73
C: 1.61 -1.56 1.61
H: -3.10 6.04 0.93
H: 3.96 -3.97 1.64
I: -0.23 -3.40 -4.90
H: 2.11 -3.83 -3.71
C: 3.19 -1.14 -0.01
H: 2.25 -1.45 -4.86
C: -2.66 -0.92 -2.84
C: -0.92 0.01 -1.50
Cl: 0.94 1.69 -2.26
N: 2.06 -0.79 0.60
C: -2.23 -0.17 -3.93
C: -2.12 4.14 1.09
H: 0.81 -3.81 -2.49
C: 0.45 -1.00 2.29
Cl: -4.00 -1.97 -3.00
C: 3.43 -3.07 1.35
C: -2.84 5.22 1.60

As for the total charge: +1. The calculation puts the energy above the lowest of the compared OMol25 structures with the same formula, charge and spin at 62.2 kcal/mol.

[6]
The following is a quantum chemistry calculation of a molecular structure, C21H14ClIN4O2Ru, from OMol25.

Positions of all 44 atoms, in Å:
C: -0.88 4.20 -1.49
C: 2.00 -2.95 -3.66
C: 0.86 -2.19 -3.88
H: 2.49 -3.44 -4.49
C: 0.32 -1.19 4.42
H: 1.72 -2.96 2.76
Cl: -1.74 5.51 -2.13
C: -0.77 -0.53 4.96
C: -1.70 0.07 4.12
H: -2.19 0.44 2.06
H: -0.64 -0.97 -2.93
O: 1.26 1.07 0.06
Ru: 0.04 -0.82 0.21
C: 2.27 -2.58 0.09
I: 3.15 3.63 -0.09
H: 1.05 -1.67 5.05
H: 3.36 -3.68 -2.13
C: -1.50 -0.01 2.76
C: -1.54 2.92 -1.33
H: -0.90 -0.49 6.03
C: 1.82 -2.46 -1.34
H: 0.45 -2.06 -4.87
C: -0.79 1.87 -0.81
N: -1.32 0.64 -0.63
C: 0.47 -1.23 3.04
C: 2.48 -3.09 -2.36
C: -2.87 2.68 -1.68
H: -4.43 1.21 -1.75
C: -3.40 1.43 -1.49
C: 0.62 2.04 -0.42
H: -2.56 0.59 4.51
H: 0.89 5.36 -1.27
H: 2.57 -1.43 2.62
H: -3.48 3.48 -2.09
C: 1.20 3.34 -0.61
C: 1.63 -1.94 2.39
C: 0.24 -1.58 -2.81
N: 1.39 -1.93 0.95
C: -2.59 0.43 -0.96
H: -2.98 -0.57 -0.80
N: -0.44 -0.64 2.23
N: 0.71 -1.71 -1.56
C: 0.45 4.38 -1.13
O: 3.26 -3.17 0.43

As for the total charge: +2. The calculation puts the energy above the lowest of the compared OMol25 structures with the same formula, charge and spin at 0.0 kcal/mol. Its spin multiplicity is 5.

Computed E, in the same sequence as the records: -229882.5536 -126359.9554 -64326.4262 -181307.0296 -142439.7372 -55250.4997 eV.